1.
DFT (ωB97M-V/def2-TZVPD) results for 2 unconnected molecules or ions with the total composition C5H15NO at a distorted geometry.

XYZ file:
```
22
Properties=species:S:1:pos:R:3:forces:R:3
C -1.41533 1.10578 -1.65929 5.7 -3.1 0.2
C -0.94943 0.32939 -0.33889 -2.8 2.1 -1.0
C 0.56053 0.34046 -0.06647 -1.1 0.7 -3.0
C 0.67703 1.18385 1.14900 2.0 2.7 0.7
N 0.93559 -1.07480 0.11421 1.4 0.5 -0.9
C 1.20579 -1.76752 -1.22907 0.8 1.2 2.0
H -0.97400 2.05828 -1.64981 0.1 1.4 -0.3
H -2.33645 1.01870 -1.96221 -5.9 0.5 -0.1
H -1.11591 0.55838 -2.64216 1.1 0.7 1.6
H -1.47354 0.88635 0.52379 0.7 -0.8 -1.2
H -1.45147 -0.62759 -0.33795 0.5 -0.7 -0.1
H 1.14552 0.88863 -0.98678 -1.3 -1.4 1.9
H 1.58063 1.82369 1.15276 0.9 -1.4 0.3
H 0.09440 2.15344 1.21486 -0.8 -1.8 -0.2
H 0.59801 0.53323 2.00774 -0.1 0.6 0.6
H 1.83061 -1.00728 0.56161 0.6 -0.4 0.5
H 2.03893 -1.29686 -1.80618 -0.6 0.0 0.4
H 0.28415 -1.59364 -1.74392 -0.4 -0.8 -0.8
H 1.53673 -2.79091 -0.98111 -0.8 0.3 -0.5
O -0.80470 -0.89379 3.33282 0.5 -0.7 -3.7
H -1.65306 -0.63601 2.90059 0.6 -0.1 0.8
H -0.31405 -1.19175 2.44645 -1.2 0.6 2.8
```
Forces are in eV/Å.

As for the multiplicity: 1. Its molecular weight is 105.2 g mol⁻¹. The charge is 0. The gap between HOMO and LUMO comes out at 10.571 eV. The LUMO energy comes out at 0.037 Ha. For the energy relative to the best compared isomer or geometry (same formula, charge and spin), the calculation gives 67.1 kcal/mol.


2.
DFT (ωB97M-V/def2-TZVPD) results for 2 unconnected molecules or ions with the total composition C5H15NO.

XYZ file:
```
22
Properties=species:S:1:pos:R:3:forces:R:3
C 1.53411 -0.24345 0.55204 -0.6 -0.7 0.0
C 0.25241 -0.52537 -0.27675 0.7 0.0 0.5
C -0.28598 0.65360 -1.05928 -0.3 0.3 -0.6
C -0.30439 1.94163 -0.24493 -0.7 0.0 -0.1
C -1.70749 0.43859 -1.60736 -0.1 -0.6 0.0
N -1.94118 -0.90141 -2.19650 0.3 0.4 -0.1
H 2.06281 -1.18867 0.64546 0.2 0.0 0.1
H 1.30059 0.06116 1.56834 0.0 0.2 0.0
H 2.21684 0.47034 0.10875 0.0 0.2 -0.2
H -0.52751 -0.87918 0.39829 -0.1 0.0 0.2
H 0.49265 -1.38218 -0.90570 -0.1 0.1 -0.3
H 0.29852 0.83030 -1.96783 0.5 -0.1 0.2
H 0.64584 2.21440 0.19476 0.2 0.0 0.0
H -1.04698 1.85218 0.55602 0.2 -0.1 0.1
H -0.67183 2.75370 -0.87520 0.2 0.1 0.0
H -1.86726 1.19467 -2.38336 -0.2 0.0 0.1
H -2.42079 0.61943 -0.79799 -0.1 0.1 0.0
H -1.19695 -1.53758 -1.95170 0.0 0.0 0.0
H -2.79900 -1.31590 -1.86934 -0.1 0.1 0.0
O 2.15767 -1.37838 3.83877 -0.2 -0.5 0.3
H 2.49450 -2.27966 3.96083 0.0 0.4 -0.1
H 1.31343 -1.39822 4.31266 0.2 0.1 -0.2
```
Forces are in eV/Å.

As for the multiplicity: 1. Its molecular weight is 105.2 g mol⁻¹. The charge is 0. The gap between HOMO and LUMO comes out at 9.774 eV. The LUMO energy comes out at 0.028 Ha. For the energy relative to the best compared isomer or geometry (same formula, charge and spin), the calculation gives 16.6 kcal/mol.